C36H57CsN9O12 | the ωB97M-V functional and the def2-TZVPD basis

Results
gap between HOMO and LUMO	8.174	eV
energy above the lowest of the compared OMol25 structures with the same formula, charge and spin	10.2	kcal per mole
max |F|	4.1	eV Å⁻¹
charge	+1

Geometry as XYZ:
```
115
Properties=species:S:1:pos:R:3:forces:R:3
Cs -0.37762 -0.03471 0.66729 -0.06 -0.07 -0.10
C -0.46185 -5.47455 1.27379 -0.81 1.60 -0.10
C -0.08016 -6.67724 0.73074 -1.14 -0.18 0.32
C -1.07613 -7.59022 0.35071 0.60 -0.18 -0.24
C -2.43220 -7.26984 0.44216 1.16 0.94 0.92
C -2.77538 -6.02103 0.97627 -0.32 1.02 0.26
C -1.82051 -5.08202 1.39264 1.15 -2.18 -0.54
N -3.46695 -8.21579 -0.00136 -2.18 2.34 -0.29
O -4.65328 -7.89028 0.08268 0.81 0.50 0.88
O -3.13829 -9.17927 -0.58852 1.70 -2.58 -0.90
H 0.28449 -4.72895 1.50499 0.14 -0.07 0.25
H 0.97255 -6.91185 0.67445 -0.04 -0.23 -0.18
H -0.68342 -8.52208 -0.02853 -0.64 -0.29 -0.14
H -3.79227 -5.66949 1.06990 -0.32 -0.61 -0.17
H -2.08461 -4.13215 1.83355 -0.11 -0.01 -0.14
C -0.23134 7.40451 -1.81589 0.94 0.60 -0.67
C -0.78828 6.47805 -0.99136 0.09 -1.53 0.92
C -0.31561 5.16650 -0.98590 0.72 -1.10 -0.39
C 0.78510 4.76739 -1.77797 -0.43 0.98 -0.13
C 1.40211 5.75948 -2.55221 0.06 0.58 -0.48
C 0.89556 7.06339 -2.58013 -1.06 -0.31 0.65
N 1.26422 3.33370 -1.86028 -0.03 0.04 -0.11
O 2.28053 3.09512 -2.50581 -1.19 0.44 0.86
O 0.58271 2.47433 -1.29404 0.57 0.87 -0.40
H -0.63716 8.40431 -1.86178 0.07 0.12 0.01
H -1.53317 6.69056 -0.23878 -0.36 0.32 -0.34
H -0.82346 4.43206 -0.37838 0.12 -0.13 0.12
H 2.23893 5.63156 -3.22285 0.13 -0.77 0.23
H 1.30971 7.84489 -3.19992 0.33 -0.27 -0.14
C 4.89858 3.93920 1.83226 0.22 0.45 0.15
C 5.56210 3.54204 0.68875 0.52 1.77 1.03
C 5.19657 2.43073 0.04368 -0.46 -2.20 -1.61
C 4.11640 1.62178 0.46744 1.11 1.56 0.25
C 3.46044 2.02317 1.63931 -0.06 -1.54 -1.17
C 3.89466 3.14396 2.30944 -0.78 -0.04 0.71
N 3.76728 0.44231 -0.34270 0.39 0.16 -0.65
O 4.40388 0.17628 -1.34165 0.62 0.67 0.16
O 2.83575 -0.24145 -0.00731 -1.29 -0.38 1.19
H 5.15908 4.86884 2.31632 0.09 -0.05 0.20
H 6.38927 4.12814 0.31635 0.01 0.05 -0.07
H 5.80300 2.23508 -0.82831 -0.41 -0.68 -0.23
H 2.62023 1.46687 2.02785 -0.05 -0.10 -0.04
H 3.37720 3.35266 3.23414 0.00 0.35 0.07
C -2.54458 1.38946 -3.39616 -0.15 0.32 -0.69
C -3.00278 0.92637 -2.06668 1.28 0.02 -1.09
O -2.66536 -0.14670 -1.64301 1.12 -3.08 0.53
N -3.59611 1.72138 -1.23326 -2.44 2.62 1.94
C -4.36047 2.92071 -1.45859 -0.20 1.13 -0.07
H -3.05149 2.29434 -3.73131 0.01 -0.21 -0.27
H -2.61986 0.55456 -4.09284 -0.22 0.28 -0.11
H -1.48019 1.61391 -3.32685 0.03 0.06 0.18
H -3.73357 1.35587 -0.30180 0.26 -0.42 0.05
H -3.84970 3.80848 -1.08566 0.39 0.12 -0.24
H -5.28760 2.95117 -0.88622 -0.12 -0.60 -0.01
H -4.64513 3.09982 -2.49540 0.23 -0.22 0.02
C -5.46656 1.53993 2.82437 -1.22 -1.43 -0.40
C -4.71990 0.40796 2.09135 1.35 1.88 -0.23
O -3.52904 0.63920 1.81944 -0.27 -0.55 -0.02
N -5.32513 -0.71695 1.69675 -1.16 0.23 -0.31
C -4.71243 -1.72496 0.86504 0.93 -0.68 0.39
H -5.36583 2.51323 2.34412 0.64 -0.23 0.02
H -5.19347 1.56082 3.87939 0.16 0.13 -0.16
H -6.53402 1.32996 2.75685 -0.21 -0.01 0.34
H -6.31653 -0.86417 1.82145 0.15 0.47 0.36
H -3.81297 -1.36718 0.36397 -0.23 0.27 -0.03
H -5.39538 -2.14426 0.12620 -0.12 0.28 0.12
H -4.40459 -2.52251 1.54124 0.11 -0.36 -0.22
C 2.85346 -3.70733 -1.08406 0.08 -0.13 -0.73
C 1.38794 -3.45104 -1.38706 -0.67 0.93 3.35
O 0.77614 -2.59246 -0.71058 0.53 -0.58 -1.23
N 0.76001 -4.26256 -2.22878 -0.83 -1.21 -0.40
C -0.69805 -4.27396 -2.45107 0.21 0.55 -0.83
H 3.27053 -4.35082 -1.85870 0.43 0.46 -0.25
H 3.10871 -4.23583 -0.16557 -0.86 -0.03 0.28
H 3.32286 -2.73017 -0.97030 0.23 -0.09 -0.48
H 1.23724 -5.12235 -2.45926 0.05 0.24 -0.17
H -1.38237 -4.39358 -1.61114 0.65 -0.10 0.53
H -0.91572 -5.06405 -3.16974 0.11 0.03 0.05
H -0.96385 -3.32894 -2.92476 -0.10 0.00 0.03
C 2.60423 -2.79233 2.39425 -0.71 0.71 0.79
C 1.97711 -1.68549 3.25233 0.45 -1.74 -1.52
O 0.78520 -1.49143 3.25461 -1.56 0.69 0.22
N 2.85971 -1.00298 3.94787 1.35 2.23 2.24
C 2.56163 0.09559 4.90902 -0.24 -0.80 -0.30
H 3.32457 -3.26263 3.06359 0.36 -0.30 -0.67
H 2.99486 -2.29524 1.50633 0.38 -0.34 0.04
H 1.81068 -3.48106 2.10437 0.24 0.07 0.04
H 3.85251 -1.18091 3.89505 -0.35 -0.42 -0.37
H 3.34608 0.11289 5.66562 0.17 0.15 -0.29
H 1.64873 -0.10194 5.47088 -0.15 -0.10 -0.36
H 2.47252 1.05346 4.39654 0.02 0.02 0.08
C 0.06946 -0.90901 -4.52241 0.67 0.18 -0.03
C 1.04007 -0.59754 -5.69768 -2.96 -0.25 1.96
O 0.62476 -0.12915 -6.72782 0.02 0.21 -1.11
N 2.29943 -0.87612 -5.44636 0.68 -0.87 2.05
C 3.24963 -0.83802 -6.44496 2.10 -0.37 -1.16
H 0.17198 -0.09698 -3.80256 -0.18 0.12 0.08
H 0.34942 -1.81103 -3.97829 0.12 -0.10 -0.11
H -0.97409 -0.99932 -4.82399 0.27 0.16 -0.26
H 2.69820 -1.09919 -4.54563 -1.03 0.00 0.18
H 2.81409 -1.26363 -7.34898 0.26 0.86 -0.40
H 4.04900 -1.52681 -6.17167 0.16 -0.06 0.00
H 3.70978 0.15008 -6.44931 -0.03 0.10 -1.11
C 0.38764 4.55674 3.50776 0.40 -0.29 0.50
C 0.05060 3.09479 3.56134 0.07 0.61 -0.86
O 0.37534 2.35701 2.66172 0.56 -1.22 -1.81
N -0.63011 2.61551 4.58861 -0.38 -0.52 2.08
C -1.04959 1.23759 4.73285 -1.24 -0.96 -0.57
H 1.25893 4.70659 2.87018 0.08 -0.22 0.21
H 0.62698 4.77056 4.54944 -0.09 1.05 -0.13
H -0.39012 5.16969 3.05225 -0.27 -0.09 0.54
H -0.72864 3.11195 5.46264 0.04 0.50 -0.48
H -0.93601 0.87133 5.75317 0.13 0.21 -0.05
H -0.67773 0.47731 4.04598 1.15 0.56 0.04
H -2.09934 1.15619 4.45088 -0.43 0.26 0.43
```
Forces are in eV/Å.